{
  "formula": "C2H7N4",
  "method": "the ωB97M-V functional and the def2-TZVPD basis",
  "homo_ev": -14.4,
  "lumo_ha": -0.1699,
  "e_above_lowest_ev": 5.855,
  "charge": 1,
  "gap_ev": 9.82,
  "elements": ["C", "C", "N", "N", "N", "N", "H", "H", "H", "H", "H", "H", "H"],
  "positions_angstrom": [[0.034, -1.763, 0.903], [0.856, -0.568, 0.502], [1.096, -2.094, 0.392], [1.022, 1.173, -0.950], [0.410, 0.066, -0.695], [-1.410, 0.400, -0.242], [-0.838, -1.870, 1.509], [1.453, 0.105, 1.203], [1.153, 1.378, -1.899], [1.324, 1.756, -0.250], [-1.989, -0.417, -0.252], [-1.269, 0.792, 0.678], [-1.842, 1.042, -0.900]],
  "atomic_forces_ev_per_a": [[0.48, 2.87, 0.92], [-0.93, -0.23, 1.15], [0.89, -0.03, -0.78], [-1.61, -2.18, -0.66], [1.41, -0.86, -0.54], [0.13, 0.76, -0.47], [-0.37, -1.10, 0.03], [-0.66, -1.43, -0.80], [-0.05, 0.68, -1.37], [1.20, 1.69, 1.92], [-0.14, -0.66, 0.29], [-0.60, 0.15, 0.15], [0.24, 0.33, 0.14]],
  "lowdin_charge": [-0.0575, -0.2782, 0.2334, 0.1316, -0.0297, 0.1633, 0.1277, 0.1624, 0.1295, 0.0997, 0.0947, 0.1058, 0.1173]
}